C3H2O2S | ωB97M-V with the def2-TZVPD basis set

Summary:
lowest unoccupied orbital energy	0.57	eV
net charge	0
relative energy (zero: lowest compared OMol25 entry of this formula, charge and spin)	72.4	kJ/mol
SMILES	C=C=O.O=C=S
gap between HOMO and LUMO	9.87	eV
calculated total energy	-664.13841	a.u.
HOMO	-0.342	hartree

XYZ file:
```
8
Properties=species:S:1:pos:R:3:nbo_charge:R:1
C 1.008 -0.133 0.094 -0.79
C 1.025 1.148 0.343 0.72
O 0.631 2.229 0.534 -0.45
H 1.122 -0.593 -0.816 0.26
H 0.833 -0.916 0.811 0.27
O -1.195 -0.641 -1.547 -0.46
C -1.458 -0.575 -0.450 0.46
S -1.966 -0.518 1.029 -0.02
```


C6H12N2 | ωB97M-V with the def2-TZVPD basis set

Summary:
lowest unoccupied orbital energy (spin up / spin down)	0.58 / 0.58	eV
net charge	0
relative energy (zero: lowest compared OMol25 entry of this formula, charge and spin)	452.2	kJ/mol
gap between HOMO and LUMO (spin up / spin down)	7.43 / 7.42	eV
calculated total energy	-345.15562	a.u.
HOMO (spin up / spin down)	-0.252 / -0.252	hartree

XYZ file:
```
20
Properties=species:S:1:pos:R:3:nbo_charge:R:1
C 0.831 0.898 -0.214 0.05
C -2.328 -0.925 0.557 -0.73
C 0.727 0.639 -1.687 -0.67
C -0.150 1.794 0.483 -0.67
C -0.920 -1.004 0.075 0.27
C 1.180 -1.831 0.465 0.22
N -0.147 -1.958 0.335 -0.51
N 1.612 -0.708 0.979 -0.64
H 1.842 1.197 0.044 0.18
H 2.630 -0.650 0.962 0.35
H 1.808 -2.649 0.122 0.17
H -3.000 -0.613 -0.245 0.23
H -2.366 -0.138 1.318 0.24
H -2.685 -1.857 1.006 0.21
H 0.174 2.842 0.403 0.20
H -1.152 1.705 0.064 0.21
H 1.302 1.389 -2.251 0.20
H -0.311 0.644 -2.018 0.22
H 1.147 -0.336 -1.948 0.22
H -0.196 1.562 1.549 0.23
```


C4H4N2 | ωB97M-V with the def2-TZVPD basis set

Summary:
lowest unoccupied orbital energy	0.59	eV
net charge	0
relative energy (zero: lowest compared OMol25 entry of this formula, charge and spin)	372.9	kJ/mol
SMILES	C#C[C@H](N)C#N
gap between HOMO and LUMO	9.86	eV
calculated total energy	-264.18440	a.u.
HOMO	-0.341	hartree

XYZ file:
```
10
Properties=species:S:1:pos:R:3:nbo_charge:R:1
C 0.073 -0.771 1.883 -0.25
C 0.362 -0.320 0.801 -0.01
C 0.531 0.137 -0.534 -0.21
N -0.633 1.130 -0.331 -0.80
C 0.477 -1.005 -1.516 0.27
N 0.465 -1.907 -2.245 -0.27
H -0.569 -0.546 2.697 0.23
H 1.406 0.735 -0.811 0.26
H -1.547 0.721 -0.365 0.38
H -0.565 1.826 0.422 0.40
```


C40H62BBeFN5O3P2 | ωB97M-V with the def2-TZVPD basis set

Summary:
lowest unoccupied orbital energy (spin up / spin down)	-3.07 / -3.09	eV
net charge	+1
gap between HOMO and LUMO (spin up / spin down)	5.94 / 3.82	eV
calculated total energy	-2882.85839	a.u.
HOMO (spin up / spin down)	-0.331 / -0.254	hartree

XYZ file:
```
115
Properties=species:S:1:pos:R:3:lowdin_charge:R:1
Be -0.972 -1.719 -0.155 0.03
C 4.297 -1.346 3.605 -0.09
C 4.130 -2.284 2.381 -0.67
C 5.621 -2.574 2.001 -0.12
C 3.480 -3.628 2.809 -0.13
P 3.103 -1.725 0.845 1.15
C 1.928 -0.380 1.533 -0.29
N 0.852 -1.019 2.250 -0.02
B -0.127 -1.950 1.748 -0.32
N -0.600 -2.608 2.973 -0.02
C -1.660 -3.583 2.817 -0.21
P -2.258 -3.191 1.005 1.23
C -2.476 -4.863 0.211 -0.67
C -3.016 -5.961 1.169 -0.06
C -3.402 -4.617 -1.013 -0.09
C -1.088 -5.289 -0.242 -0.09
C -3.834 -2.254 1.433 -0.68
C -4.932 -3.199 1.993 -0.08
C -3.574 -1.099 2.406 -0.08
C -4.353 -1.612 0.146 -0.11
C -0.172 -1.862 4.134 -0.16
C -0.307 -2.080 5.470 -0.03
C 0.255 -1.134 6.338 -0.11
C 0.839 0.030 5.873 -0.07
C 1.089 0.197 4.466 -0.01
C 0.702 -0.851 3.663 -0.17
C 4.221 -0.728 -0.362 -0.67
C 3.214 -0.011 -1.388 -0.10
C 4.977 0.376 0.369 -0.11
C 5.240 -1.672 -1.066 -0.10
H 4.778 -1.917 4.402 0.08
H 3.382 -0.987 4.012 0.04
H 4.989 -0.541 3.304 0.07
H 6.170 -2.785 2.942 0.09
H 6.152 -1.723 1.545 0.05
H 5.787 -3.486 1.348 0.10
H 3.977 -4.101 3.722 0.10
H 3.741 -4.344 1.991 0.08
H 2.414 -3.552 3.090 0.07
H 1.429 0.024 0.568 0.09
H 2.430 0.488 1.970 0.09
H -2.519 -3.405 3.475 0.08
H -1.264 -4.586 3.018 0.09
H -4.044 -5.778 1.469 0.07
H -2.381 -6.006 2.042 0.06
H -2.957 -6.910 0.670 0.08
H -4.459 -4.374 -0.738 0.07
H -3.475 -5.561 -1.650 0.11
H -3.031 -3.815 -1.681 0.08
H -0.409 -5.372 0.638 0.10
H -0.626 -4.567 -0.987 0.09
H -1.205 -6.280 -0.713 0.10
H -5.782 -2.613 2.408 0.10
H -4.546 -3.842 2.807 0.08
H -5.346 -3.803 1.196 0.06
H -3.465 -1.425 3.481 0.10
H -4.457 -0.399 2.330 0.11
H -2.726 -0.516 2.133 0.06
H -4.497 -2.331 -0.670 0.06
H -3.639 -0.847 -0.243 0.08
H -5.345 -1.035 0.333 0.12
H -0.899 -2.953 5.817 0.12
H 0.095 -1.335 7.437 0.12
H 1.046 0.835 6.542 0.09
H 1.530 1.051 4.061 0.09
H 2.725 0.886 -1.046 0.05
H 2.439 -0.762 -1.692 0.07
H 3.730 0.251 -2.345 0.09
H 4.373 1.295 0.295 0.07
H 5.946 0.583 -0.060 0.08
H 5.071 0.070 1.441 0.05
H 4.746 -2.580 -1.361 0.06
H 6.071 -1.895 -0.390 0.05
H 5.729 -1.205 -1.960 0.09
C -0.036 2.683 -6.246 -0.08
C -1.167 2.064 -5.445 -0.20
N -0.814 1.594 -4.083 -0.04
C -0.554 0.252 -3.919 0.02
C -0.645 -0.381 -2.665 -0.02
C -0.265 -1.882 -2.639 -0.45
O 0.311 -2.393 -3.601 0.07
O -0.502 -2.451 -1.432 -0.10
C -0.948 0.332 -1.443 -0.23
O -1.112 -0.193 -0.234 -0.09
C -0.966 1.755 -1.622 -0.04
C -1.172 2.691 -0.571 0.03
C -1.255 4.019 -0.713 -0.21
F -1.458 4.794 0.412 0.03
C -1.234 4.682 -1.990 -0.14
C -1.109 3.791 -3.132 0.04
C -0.949 2.402 -2.946 -0.11
N -1.174 6.086 -2.121 -0.10
C -1.936 6.780 -3.197 -0.14
C -1.109 7.786 -3.978 -0.07
N 0.020 8.381 -3.062 0.08
C -0.465 8.390 -1.571 -0.07
C -0.671 6.972 -1.071 -0.15
H -0.381 3.004 -7.225 0.07
H 0.756 1.946 -6.454 0.08
H 0.434 3.578 -5.740 0.08
H -1.575 1.227 -5.980 0.12
H -1.945 2.799 -5.390 0.10
H -0.281 -0.313 -4.774 0.12
H -1.205 2.281 0.442 0.14
H -1.034 4.197 -4.143 0.08
H -2.853 7.238 -2.743 0.14
H -2.305 6.037 -3.907 0.12
H -1.626 8.680 -4.431 0.15
H -0.569 7.316 -4.832 0.13
H 0.297 9.302 -3.366 0.16
H 0.832 7.771 -3.067 0.17
H -1.357 9.040 -1.534 0.14
H 0.333 8.915 -0.969 0.15
H -1.429 7.055 -0.303 0.12
H 0.266 6.553 -0.677 0.14
```


C15H22O4S | ωB97M-V with the def2-TZVPD basis set

Summary:
lowest unoccupied orbital energy	0.37	eV
net charge	0
relative energy (zero: lowest compared OMol25 entry of this formula, charge and spin)	0.7	kJ/mol
gap between HOMO and LUMO	9.28	eV
calculated total energy	-1283.89284	a.u.
HOMO	-0.328	hartree

XYZ file:
```
42
Properties=species:S:1:pos:R:3:nbo_charge:R:1
C 1.257 -1.478 3.185 -0.61
C 0.674 -0.211 3.802 -0.38
C 1.147 1.065 3.103 -0.42
C 0.694 1.131 1.656 -0.60
H 1.262 0.451 1.027 0.22
H -0.370 0.918 1.576 0.22
S 1.024 2.832 0.983 1.26
O 0.531 3.762 2.001 -0.99
C -0.326 2.844 -0.316 -0.61
C -0.076 1.891 -1.472 0.04
C -0.934 2.246 -2.693 -0.07
O -0.577 1.388 -3.745 -0.53
C -1.312 1.619 -4.919 -0.24
H -0.948 0.906 -5.655 0.20
H -1.156 2.640 -5.289 0.17
H -2.385 1.464 -4.754 0.17
H -0.757 3.296 -2.972 0.17
H -1.999 2.125 -2.440 0.17
H 0.980 1.898 -1.772 0.23
O -0.416 0.567 -1.069 -0.52
C 0.519 -0.390 -1.196 0.78
O 1.635 -0.190 -1.606 -0.59
C 0.038 -1.703 -0.702 -0.12
C -1.253 -1.880 -0.210 -0.18
C -1.638 -3.114 0.280 -0.22
C -0.744 -4.174 0.282 -0.18
C 0.540 -4.002 -0.211 -0.22
C 0.932 -2.771 -0.701 -0.17
H 1.927 -2.611 -1.086 0.24
H 1.235 -4.829 -0.209 0.22
H -1.049 -5.135 0.669 0.22
H -2.638 -3.253 0.663 0.22
H -1.943 -1.052 -0.216 0.23
H -1.269 2.626 0.183 0.23
H -0.343 3.874 -0.670 0.24
H 0.742 1.935 3.625 0.24
H 2.236 1.126 3.148 0.20
H 0.968 -0.157 4.853 0.20
H -0.417 -0.260 3.766 0.19
H 0.969 -2.348 3.770 0.21
H 2.343 -1.424 3.163 0.20
H 0.898 -1.622 2.169 0.20
```


C18H28MnN5O7PS | ωB97M-V with the def2-TZVPD basis set

Summary:
lowest unoccupied orbital energy (spin up / spin down)	4.28 / 4.28	eV
net charge	-2
relative energy (zero: lowest compared OMol25 entry of this formula, charge and spin)	96.2	kJ/mol
gap between HOMO and LUMO (spin up / spin down)	5.42 / 5.14	eV
<S²>	1.170
calculated total energy	-3393.85125	a.u.
spin multiplicity	2
HOMO (spin up / spin down)	-0.042 / -0.031	hartree

XYZ file:
```
61
Properties=species:S:1:pos:R:3:nbo_charge:R:1
Mn -1.000 -0.070 -0.324 1.13
N 0.259 4.313 -0.614 -0.83
C -0.234 3.020 -0.382 0.27
S -0.868 2.186 -1.760 -0.40
N -0.164 2.605 0.839 -0.47
N -0.470 1.294 1.099 -0.31
C -0.582 1.085 2.384 0.08
C -0.712 -0.159 3.058 -0.25
C -0.746 -0.166 4.464 -0.15
C -0.875 -1.330 5.191 -0.34
C -1.004 -2.547 4.515 -0.22
C -0.997 -2.581 3.136 -0.26
C -0.819 -1.412 2.357 0.39
O -0.740 -1.486 1.087 -0.73
H -0.180 4.709 -1.431 0.38
H 0.165 4.904 0.203 0.36
H -0.615 1.985 2.995 0.17
H -0.647 0.786 4.980 0.19
H -0.894 -1.294 6.275 0.19
H -1.100 -3.472 5.074 0.19
H -1.111 -3.521 2.609 0.21
N 1.257 -0.093 -1.278 -0.83
C 1.376 -1.338 -2.031 -0.29
C 0.015 -1.850 -2.533 0.62
O 0.013 -2.658 -3.488 -0.78
N -1.010 -1.400 -1.842 -0.69
C -2.309 -1.925 -2.214 -0.34
C -3.450 -1.175 -1.501 0.78
O -4.612 -1.524 -1.760 -0.76
O -3.111 -0.246 -0.698 -0.78
H 1.158 0.710 -1.886 0.39
H 2.027 0.056 -0.642 0.36
H 1.769 -2.114 -1.367 0.19
H 2.052 -1.261 -2.891 0.17
H -2.385 -2.985 -1.940 0.19
H -2.465 -1.870 -3.297 0.20
C 6.444 0.213 1.024 -0.62
C 4.961 0.411 0.758 -0.07
O 4.316 0.693 1.984 -0.85
P 2.617 0.508 1.999 1.66
O 2.525 -1.095 1.964 -0.84
C 2.394 -1.985 3.075 -0.06
C 3.754 -2.369 3.636 -0.63
O 2.538 0.750 3.612 -0.84
C 2.889 2.017 4.168 -0.05
C 2.146 3.206 3.572 -0.65
H 6.966 -0.037 0.099 0.20
H 6.581 -0.595 1.743 0.21
H 6.869 1.126 1.444 0.20
H 4.543 -0.498 0.309 0.18
H 4.811 1.234 0.047 0.17
H 1.864 -2.853 2.686 0.20
H 1.780 -1.525 3.848 0.21
H 4.392 -2.768 2.844 0.20
H 3.638 -3.132 4.408 0.20
H 4.235 -1.491 4.067 0.21
H 3.969 2.156 4.051 0.17
H 2.667 1.932 5.235 0.17
H 2.196 3.176 2.483 0.24
H 2.586 4.140 3.928 0.20
H 1.095 3.177 3.844 0.22
```